The following is a DFT calculation (the ωB97M-V functional and the def2-TZVPD basis) of 8 unconnected molecules or ions with the total composition C71H151F3N6O5.

Geometry (Å):
H  9.1732  -11.4118  1.7070
H  21.3368  6.6302  3.3548
H  8.0344  4.6249  -1.2461
N  28.6044  -4.0206  -3.2797
H  9.5257  3.3092  -0.0988
H  13.1326  -14.5576  -9.9013
C  21.0388  8.1677  -2.3627
H  12.8688  2.4926  -3.7864
H  13.2524  5.0582  -2.7072
H  8.8391  -8.5497  4.6810
H  21.1164  -9.0718  -1.4972
H  11.7277  -9.1715  -8.0167
H  21.8908  6.2917  -3.0421
C  12.4710  2.6480  0.7937
C  13.5546  4.2182  -0.8873
C  13.1479  -12.3452  -10.3553
H  9.7324  -9.9253  -6.8608
H  22.8041  -14.6518  -2.0764
H  20.5840  -12.8027  -4.9771
H  26.4907  -3.7993  -2.7131
H  14.3438  3.6793  -0.3630
H  28.0282  -4.1642  -0.3652
C  25.7110  5.4999  -2.8986
H  26.7268  -3.1230  -5.9404
H  29.4610  -5.5050  -4.5454
H  8.1176  4.5613  1.3437
H  22.7581  3.2604  -11.1721
C  28.8214  -1.4793  0.5777
H  13.3657  -7.9099  -6.9085
O  20.5498  -1.5559  -2.2142
H  9.3529  -6.5622  1.7812
H  11.6939  5.3357  0.6996
C  21.9713  -15.6920  -0.4252
H  10.3633  -10.3240  4.0488
H  11.3424  -8.2740  2.1802
H  23.2613  7.8169  -0.6715
H  32.1153  -6.2415  -3.9632
C  24.4581  4.9188  -2.2614
H  9.4432  -11.5530  -6.2815
F  23.9406  0.6906  -10.8566
O  21.5696  1.9758  -10.1013
H  13.6899  5.2520  -0.5694
C  26.6443  -4.8226  -4.4928
H  27.0194  6.8553  -1.8340
H  11.3363  -12.1573  -7.8076
H  19.4028  -2.4296  -2.9340
C  9.6125  -10.4727  2.0434
H  23.7147  4.0015  0.2182
C  20.4974  -9.9474  -1.3015
H  21.4310  -16.4635  -0.9739
H  21.4268  -14.1047  -4.1474
H  13.5486  2.0562  -2.2610
H  22.7526  -13.7208  -0.6161
H  19.9532  -9.6254  -0.4136
H  22.4850  4.6467  -0.7207
C  21.9523  -12.1525  -3.3793
C  26.3938  5.9872  -1.6267
C  8.8381  -9.3154  1.3867
C  9.9378  4.1005  0.5273
C  9.4007  -10.3292  3.5376
H  22.3093  6.7502  1.0142
O  22.6804  3.8550  -9.2237
N  13.4250  -10.3015  -8.7251
H  21.1521  -13.0220  -7.3673
H  13.1673  -9.5803  -10.6650
H  18.6410  -9.8463  -2.3843
C  11.7465  2.8517  -1.7867
H  11.0182  -8.3039  3.9236
C  7.0262  -7.7963  2.3349
H  14.9491  -11.5947  -9.3628
H  6.9423  -7.0346  4.3500
H  14.6939  3.8726  -2.7858
C  9.8501  -10.9789  -7.1139
C  21.5446  -13.1017  -4.5576
C  10.9809  -7.6879  3.0252
H  22.9434  -16.1608  -0.2727
H  13.0146  -6.8307  3.4603
H  22.9474  -12.2544  -2.9464
C  22.0329  -13.5728  -7.0374
H  21.9704  3.9003  2.1597
H  30.6311  -2.4410  0.0680
H  15.3230  -10.0597  -7.7346
C  21.6107  4.9220  2.0373
H  7.4777  -9.4895  3.9950
C  13.8171  -7.8669  -9.1208
H  20.2458  -14.3400  -2.3609
C  13.9005  -11.7506  -9.1094
H  20.3417  5.1875  3.7345
H  7.2067  5.9570  -0.3052
H  19.7972  0.0598  -9.7707
H  20.8921  -11.5630  -0.0235
H  29.9192  -3.3658  1.2788
H  21.6210  8.8938  -2.9302
H  20.1168  -13.7539  -0.7125
H  4.7160  -7.7801  3.6967
H  13.4016  -11.7832  -11.2541
O  18.5806  -2.3438  -2.4458
C  20.7664  -13.7751  -1.5875
C  11.9275  -10.1540  -8.4443
H  21.2805  6.2034  -1.4552
H  8.8473  -11.1420  4.0079
H  25.6153  5.5797  0.3230
C  19.8337  0.8620  -9.0336
C  21.2466  1.3874  -8.8538
H  29.2515  -2.8877  -4.9853
H  27.1792  -5.4714  -2.4182
H  4.6312  -6.1038  4.1910
H  12.8820  -13.4719  -12.8047
H  21.8065  -11.0948  -3.5988
C  22.5752  -13.1125  -5.6294
H  9.1888  -11.0136  -7.9797
H  21.8888  0.5599  -8.5523
H  7.9720  -9.6029  0.7905
C  31.1624  -4.3616  -3.7723
H  8.6743  6.2492  -1.1614
C  21.3336  5.5451  3.4580
H  12.2942  3.9347  2.5357
C  32.0584  -5.3070  -4.5215
H  13.6687  -12.3923  -8.2594
H  20.7443  4.9138  1.3760
H  33.0711  -4.9732  -4.7476
C  14.1398  -8.1532  -7.6363
O  18.9656  -0.5678  -1.0611
H  11.3410  1.8872  -1.4811
H  29.7737  -5.6930  -2.7633
H  22.3891  -11.0756  -0.8896
C  11.3779  -11.1475  -7.3996
H  14.8631  -9.6269  -10.0383
H  25.4940  7.2555  -0.0367
C  19.3962  -1.4096  -1.8824
C  19.6344  -10.2821  -2.4909
N  24.0686  5.8177  -1.0436
H  21.7736  -14.6286  -7.1156
C  13.8394  -9.3015  -9.8535
H  19.3591  -12.2356  -3.4465
H  10.8666  3.3399  -2.2056
H  31.1425  -3.4394  -4.3530
H  12.3154  -6.3149  0.9786
H  10.0497  3.6581  1.5172
H  11.3343  -10.1666  -9.3586
H  22.0728  5.2998  4.2206
N  8.5033  -8.3286  2.5122
N  20.9814  -12.2974  -2.0747
C  14.2868  -9.7557  -7.5861
H  25.4007  6.2645  -3.6108
H  29.3470  -0.6848  1.1074
H  4.5649  -6.3456  2.5655
C  13.3613  -13.8511  -10.6991
H  23.0374  -12.1294  -5.7189
C  21.3150  -11.2401  -0.9748
H  26.7633  -5.8601  -4.8053
H  9.2553  -6.4746  3.4795
H  14.5268  -7.2451  -9.6666
F  24.1793  1.3716  -8.8880
H  6.3779  -8.6669  2.2360
H  23.4206  -13.7696  -5.4253
H  20.7043  8.6491  -1.4438
C  29.0165  -3.7988  -0.6440
H  27.8866  -4.3810  -6.0870
C  24.0141  1.7977  -10.1244
C  21.8492  6.8606  -2.1132
C  12.7406  -14.2683  -12.0740
H  22.8570  -13.4677  -7.7430
H  13.9216  -10.1961  -6.6584
C  25.4536  6.2715  -0.5037
H  12.0648  -12.2429  -10.2888
H  11.6449  1.9974  1.0808
H  11.9926  -11.2196  -6.5024
C  29.6497  -2.7790  0.4007
H  11.7258  -5.8230  3.9529
H  10.6804  -10.4717  1.8250
C  23.2626  4.9629  -0.0254
C  23.3032  7.1313  -1.5178
H  23.4843  6.0407  1.9425
H  21.2516  1.8567  -7.8701
C  27.1547  -4.5910  -3.0603
C  22.1667  -14.4082  -1.2263
H  13.7397  2.7545  4.0375
H  19.4570  0.3799  -8.1316
H  15.0314  -7.5956  -7.3492
H  24.7309  3.9720  -1.7953
H  12.8567  -7.3542  -9.0678
H  26.2799  4.7250  -3.4124
H  27.0808  5.1718  -1.4002
H  18.9743  -12.0552  -1.6104
H  13.2744  2.0562  0.3552
H  25.5607  -4.8254  -4.6106
H  19.0993  1.6278  -9.2833
H  31.6624  -5.4730  -5.5233
C  12.9248  2.8080  -2.7445
H  11.1631  5.1560  -1.0206
H  9.5294  -8.7559  0.7565
N  12.2196  3.6314  -0.4385
C  13.5702  2.3078  3.0578
H  28.2211  -2.2847  -2.0808
H  11.6771  -14.4899  -11.9844
H  14.4780  1.7590  2.8074
H  20.1500  7.9227  -2.9442
H  20.1533  -9.8179  -3.3296
C  8.4934  -9.1315  3.8266
C  8.1482  5.4861  -0.5878
C  13.6900  4.0999  -2.4272
H  23.5998  4.6851  -2.8913
H  31.5187  -4.0593  -2.7875
C  12.0156  -6.5137  3.1610
F  25.2125  2.2914  -10.4358
C  22.7651  2.8015  -10.1834
C  28.2792  -3.0608  -4.5240
H  13.8551  3.9928  1.7425
C  9.5360  -7.1562  2.6765
H  28.5782  -0.9863  -0.3636
H  11.3530  -4.9606  1.6600
C  8.8394  5.1173  0.7455
H  12.7618  1.6650  3.4063
C  12.1244  -5.7039  1.8608
H  21.6887  -15.5687  0.6202
H  9.1699  5.9692  1.3399
C  28.9201  -3.1201  -2.0410
H  14.4455  -13.9335  -10.7757
C  22.6854  5.7565  1.2576
H  27.8247  -2.1270  -4.1930
H  23.8530  7.4665  -2.3973
H  29.8690  -2.7213  -2.3997
C  19.5655  -11.7726  -2.4816
H  13.1863  -15.2106  -12.3926
C  5.0511  -6.7747  3.4416
H  13.0772  -5.1746  1.8466
C  13.0460  3.3239  2.0359
H  7.0159  -7.1996  1.4228
H  27.8803  -1.6262  1.1076
H  7.0000  -5.7580  3.0822
H  29.6375  -4.6898  -0.7362
C  11.2081  4.6932  -0.0347
C  29.7410  -5.0125  -3.6142
C  27.3122  -3.8247  -5.3462
C  6.6399  -6.7536  3.3412

Forces on the atoms, in the same order (eV/Å):
H 0.27 -0.03 -0.14
H -0.29 0.06 0.15
H -0.35 -0.06 0.22
N -2.25 1.80 0.56
H 0.15 -0.05 -0.23
H -0.54 0.25 0.12
C 0.53 -0.54 0.09
H -0.82 0.41 0.14
H 0.16 -0.33 -1.31
H -0.22 0.23 -0.29
H 0.29 -0.25 -0.21
H 0.56 0.26 -0.15
H 0.41 0.18 -0.14
C 1.41 0.24 -1.17
C 1.12 -0.20 0.20
C -0.68 -0.09 0.02
H -0.26 0.22 0.58
H -0.40 0.21 -0.39
H -0.02 0.15 0.08
H 0.71 0.16 0.81
H -0.10 -0.25 -0.13
H -0.07 0.27 0.32
C -1.80 0.39 0.54
H -0.45 -0.19 0.31
H -0.11 -0.15 0.19
H -0.23 0.32 0.14
H -0.09 -0.48 -0.53
C -0.11 -0.25 0.43
H -0.18 0.37 -0.46
O 4.03 -0.37 -1.53
H 0.90 -0.18 -0.32
H 0.01 0.10 -0.19
C 1.17 -0.59 0.15
H -0.16 0.37 0.10
H -0.01 -0.29 0.06
H 0.28 -0.05 -0.26
H 0.18 -0.23 -0.32
C -0.39 -0.68 0.77
H 0.34 -0.22 -0.26
F -0.90 -0.94 -1.14
O 0.62 -0.22 0.44
H -0.52 -0.01 0.10
C -1.57 -1.97 0.86
H 0.08 -0.03 0.02
H 0.88 -0.22 -0.28
H 0.21 -2.69 -2.48
C -0.96 -0.35 -0.20
H 0.89 0.50 0.17
C 0.98 0.27 0.78
H -0.51 0.21 0.26
H -0.11 -0.08 -0.08
H 0.42 -0.36 -0.37
H -0.16 0.26 0.04
H -0.26 -0.41 -0.01
H -0.72 0.01 0.59
C -1.59 -0.24 1.55
C 2.47 0.56 -1.12
C 1.64 0.94 0.43
C -0.11 0.02 0.28
C -0.29 -0.53 1.41
H -0.49 -0.21 -0.53
O 1.35 -3.28 -2.15
N 0.65 0.54 -0.55
H 0.17 0.27 0.00
H 0.24 0.83 -0.25
H 0.04 -0.03 -0.26
C -1.25 -0.09 0.63
H -0.38 0.15 -0.07
C 1.85 1.07 -0.92
H 0.02 -0.44 0.45
H 0.40 0.20 0.03
H 0.18 1.03 0.28
C 0.67 2.27 0.21
C -0.02 0.28 1.93
C 0.29 1.26 -1.02
H 0.31 0.06 -0.29
H -0.19 -0.58 -0.14
H 0.04 -0.43 -0.40
C 0.61 0.16 0.65
H -0.09 -0.09 -0.11
H 0.10 -0.25 -0.54
H -0.18 -0.14 -0.26
C 1.28 0.99 0.08
H 0.05 0.26 -0.01
C -0.59 -1.27 -0.51
H 0.14 0.26 -0.13
C -1.76 0.35 -1.01
H 0.12 0.24 0.45
H -0.27 -0.28 -0.49
H 0.00 0.20 -0.41
H 0.44 -0.71 -0.14
H -0.65 0.37 0.42
H 0.00 -0.02 -0.05
H 0.15 0.28 0.05
H -0.12 0.06 -0.33
H 0.27 0.05 -0.01
O -1.26 -0.02 -0.25
C 2.50 0.79 -0.02
C -0.29 -0.30 1.27
H -0.05 0.18 0.29
H 0.31 -0.50 -0.39
H 0.21 0.00 0.03
C -0.35 -0.78 0.17
C -0.85 -0.97 0.15
H -0.30 0.28 -0.09
H -0.01 0.24 0.00
H 0.61 -0.07 0.49
H 0.08 -0.23 -0.13
H 0.17 -0.11 -0.36
C 0.53 -0.43 -2.02
H 0.36 -0.78 -0.24
H 0.40 -0.62 -0.80
H -0.14 0.14 0.50
C -1.03 0.73 0.04
H 0.26 0.00 0.06
C -0.26 -0.29 -1.64
H -0.10 0.06 -0.07
C 0.27 -0.73 -0.20
H 0.58 0.18 0.15
H -0.32 -0.15 0.43
H -0.02 0.35 0.62
C 0.60 -1.99 -0.30
O -0.75 -0.40 -0.43
H 0.45 -0.12 0.17
H -0.11 -0.28 -0.29
H -0.13 -0.25 -0.09
C -1.16 -1.67 -1.05
H -0.02 0.45 -0.45
H -0.51 0.16 -0.63
C -2.29 3.44 4.79
C 0.12 0.85 -0.01
N 0.27 0.95 0.03
H -0.05 -0.09 0.56
C -0.95 -0.16 2.05
H -0.62 -0.13 0.46
H 0.16 0.67 0.26
H -0.40 0.16 0.01
H -0.69 -0.45 -0.10
H 0.84 -0.17 -0.04
H 0.44 -0.38 -0.20
H -0.02 -0.28 -0.22
N -1.49 0.67 1.56
N -1.23 0.55 -0.82
C -0.53 1.07 0.37
H 0.43 0.15 0.00
H 0.30 -0.35 0.28
H 0.13 -0.68 -0.50
C 1.23 0.53 -0.42
H -0.17 0.22 -0.25
C -0.37 0.01 -0.30
H 0.98 -0.03 -0.17
H -0.57 -0.51 0.26
H 0.00 0.10 0.41
F -0.10 -0.73 2.19
H 0.15 0.08 0.26
H -0.08 -0.11 0.44
H 0.14 -0.09 0.10
C 0.48 1.04 -0.84
H 0.01 0.08 -0.28
C -0.61 1.20 0.64
C 0.34 0.21 0.79
C 0.03 0.08 1.30
H -0.21 0.31 -0.18
H 0.13 0.13 -0.01
C -1.22 -1.64 0.62
H -0.16 0.39 0.50
H -0.34 0.38 -0.68
H -0.20 0.38 0.11
C -0.38 -0.11 -1.11
H -0.25 -0.06 0.17
H -0.22 0.10 -0.25
C -1.50 1.71 -0.33
C -1.48 -1.98 -1.00
H 0.46 -0.52 0.02
H 0.21 1.87 -0.58
C 0.60 -0.30 -1.55
C -1.16 -0.03 0.42
H 0.52 0.74 -0.25
H 0.13 0.05 0.43
H 0.15 -0.53 0.22
H -0.03 -0.07 0.13
H -0.10 -0.24 -0.96
H -0.11 0.18 0.01
H 0.07 0.19 0.57
H -0.53 -0.41 -0.54
H -0.16 -0.54 0.23
H -0.22 0.77 0.70
H 0.26 0.17 -0.21
H -0.32 -0.34 0.07
C 0.68 0.08 2.08
H -0.97 0.91 0.43
H -0.27 -0.01 -0.34
N -0.09 -1.59 0.02
C -0.62 0.06 0.89
H -0.20 -0.36 0.10
H -0.09 0.28 0.05
H -0.29 -0.06 -0.33
H 0.07 0.01 -0.01
H -0.52 -0.42 -0.51
C 0.74 -0.38 -0.97
C 0.25 0.94 0.86
C -0.71 -0.32 0.95
H -0.06 0.52 0.04
H 0.26 -0.31 0.02
C -1.06 0.40 -0.52
F 0.65 1.37 -0.74
C -0.69 3.09 2.77
C 1.45 -0.53 1.50
H 0.04 0.08 0.04
C 0.08 -1.03 0.18
H 0.02 -0.35 -0.27
H -0.17 -0.27 0.11
C -0.62 -0.49 -1.06
H -0.05 -0.70 -0.71
C 1.26 0.05 -0.21
H -0.85 0.22 -0.27
H -0.01 0.11 -0.17
C 0.91 -0.51 -0.99
H 0.25 -0.29 -0.28
C 0.74 -0.97 -0.61
H 0.37 -0.12 0.54
H 0.50 0.42 0.58
H 0.22 0.30 0.76
C 1.41 -0.67 -0.06
H 0.19 0.24 -0.19
C 0.66 0.85 -0.08
H -0.07 0.49 0.45
C 0.13 0.29 0.01
H 0.11 -0.73 -0.65
H -0.03 -0.18 -0.01
H 0.07 -0.16 0.08
H 0.25 0.05 0.15
C 0.92 -0.80 -0.84
C -0.10 1.14 0.30
C 1.28 -0.08 -2.40
C -2.33 -0.54 1.45

Computed properties:
Strongest force on any atom ... 6.33 eV/A
Net charge ... +4
LUMO level ... -5.87 eV
Relative energy (zero: lowest compared OMol25 entry of this formula, charge and spin) ... 190.0 kcal per mole
HOMO ... -8.11 eV
Kohn-Sham gap ... 2.24 eV
E_tot ... -3798.59264 a.u.